{
  "formula": "C3H4OS2",
  "method": "ωB97M-V with the def2-TZVPD basis set",
  "relative_energy_ev": 5.603,
  "fmax_ev_per_a": 7.6,
  "energy_ev": -26888.286,
  "total_charge": 0,
  "elements": ["S", "S", "O", "C", "C", "C", "H", "H", "H", "H"],
  "coordinates": [[3.83363, -0.38594, -0.54353], [3.53228, 1.51529, 0.20177], [1.40919, -1.85111, -0.52027], [0.52939, -1.06888, 0.38730], [1.13870, 0.41129, 0.63606], [2.41549, 0.36362, 0.37055], [1.13058, -1.03315, -1.38705], [-0.64947, -1.41858, 0.44727], [0.97898, -1.38507, 1.51028], [0.36511, 1.03634, 0.93279]],
  "atomic_forces_ev_per_a": [[-1.54, -0.13, 0.89], [3.34, 3.43, 0.05], [-4.13, 5.37, -3.40], [1.54, -2.21, 5.09], [-1.53, -5.60, -2.33], [-0.63, 0.18, -0.75], [1.96, -4.29, 3.03], [3.04, 1.51, -0.78], [-1.81, -0.21, -2.60], [-0.24, 1.96, 0.79]]
}